Entry from the Open Molecules 2025 dataset: a molecular structure, C36H45N3O2P3PtS4 (the ωB97M-V functional and the def2-TZVPD basis).

Output
DFT total energy ... -121084.879 eV
⟨S²⟩ ... 0.7907

ORCA input file:
```
! RIJCOSX wB97M-V def2-TZVPD def2/J DEFGRID3
* xyz 0 2
Pt 0.1514 1.5438 -0.9659
C -0.0732 -5.7256 3.4849
S 0.8375 -4.5865 4.5498
C 1.4732 -3.4698 3.2696
C 0.4338 -2.4584 2.7896
C 0.7261 -2.0147 1.3569
N -0.1245 -0.9098 0.8866
P 0.2826 0.7419 1.2636
C -0.5933 0.9727 2.8572
C -1.7586 0.2694 3.1590
C -2.4153 0.4618 4.3677
C -1.9208 1.3746 5.2893
C -0.7816 2.1073 4.9849
C -0.1353 1.9251 3.7710
C 2.0130 0.8701 1.7202
C 2.8229 1.4452 0.6116
C 4.2799 1.4773 0.8684
C 4.8113 0.9704 2.0072
C 3.9876 0.4206 3.0271
C 2.6008 0.3606 2.8507
P -0.9299 -0.9102 -0.6480
C -2.1842 -2.2444 -0.4073
C -2.5983 -2.6936 0.8439
C -3.5682 -3.6847 0.9655
C -4.1523 -4.2270 -0.1685
C -3.7806 -3.7542 -1.4227
C -2.8104 -2.7722 -1.5414
C 0.0498 -1.7963 -1.9407
C 0.3863 -1.0831 -3.0921
C 1.1032 -1.6792 -4.1226
C 1.4831 -3.0081 -4.0178
C 1.1084 -3.7468 -2.9020
C 0.3827 -3.1534 -1.8811
H -0.5195 -6.4772 4.1337
H 0.6090 -6.2091 2.7862
H -0.8620 -5.2078 2.9376
H 1.8196 -4.0944 2.4419
H 2.3406 -2.9779 3.7105
H 0.4117 -1.5962 3.4582
H -0.5544 -2.9182 2.8363
H 0.5877 -2.8627 0.6899
H 1.7750 -1.7167 1.2748
H -2.1300 -0.4622 2.4540
H -3.3077 -0.1098 4.5934
H -2.4204 1.5144 6.2394
H -0.3900 2.8196 5.6999
H 0.7444 2.5113 3.5358
H 2.4484 2.4063 0.2615
H 4.9112 1.9041 0.0986
H 5.8839 1.0007 2.1586
H 4.4355 0.0420 3.9362
H 1.9826 -0.0875 3.6212
H -2.1466 -2.2748 1.7309
H -3.8633 -4.0323 1.9491
H -4.8932 -5.0116 -0.0787
H -4.2472 -4.1618 -2.3114
H -2.5218 -2.4165 -2.5243
H 0.0670 -0.0530 -3.1995
H 1.3517 -1.0968 -5.0009
H 2.0529 -3.4765 -4.8112
H 1.3824 -4.7920 -2.8226
H 0.0603 -3.7619 -1.0452
C 1.7266 6.4563 -2.6773
C 1.0161 5.3005 -3.3439
O 0.9013 4.2298 -2.3944
P 0.6873 2.7119 -2.9076
S -0.7372 2.6311 -4.2878
S 2.3103 0.3223 -0.8099
O 1.9909 2.3965 -3.8203
C 3.3572 2.2169 -3.4130
C 4.0319 3.5247 -3.0429
H 1.8143 7.2897 -3.3778
H 2.7285 6.1650 -2.3604
H 1.1711 6.7917 -1.8002
H 1.5592 4.9578 -4.2257
H 0.0145 5.5879 -3.6643
H 3.8417 1.7676 -4.2800
H 3.4052 1.5134 -2.5893
H 4.0154 4.2218 -3.8823
H 5.0712 3.3354 -2.7640
H 3.5199 3.9871 -2.1981
C -3.6892 1.7762 -2.7833
N -3.7479 1.3803 -1.3813
C -4.6160 0.4564 -0.8328
C -4.3662 0.4018 0.4901
N -3.3424 1.2933 0.7218
C -2.9512 1.8802 -0.4231
S -1.7548 3.0977 -0.5712
H -4.5684 1.3897 -3.2934
H -2.7823 1.4000 -3.2516
H -3.6573 2.8599 -2.8539
H -5.3289 -0.0840 -1.4301
H -4.8114 -0.1949 1.2662
H -2.9242 1.5120 1.6132
*
```